ORCA calculation (wB97M-V/def2-TZVPD) on 2 unconnected molecules or ions with the total composition C6H17NO.

Atoms and positions in Å:
C1 -0.3256 -1.3267 2.4925
C2 0.8163 -1.0013 1.5080
N1 0.3880 -1.2746 0.1286
C3 -0.0559 -0.1432 -0.6609
C4 0.9301 1.0171 -0.8460
C5 -0.5816 -0.6027 -2.0183
C6 -1.2250 0.5055 -2.8526
H1 -0.2037 -0.6506 3.3450
H2 -0.2481 -2.3358 2.8900
H3 -1.2959 -1.1398 2.0367
H4 1.6569 -1.6675 1.6830
H5 1.0511 0.0383 1.6576
H6 1.1392 -1.7268 -0.3788
H7 -0.9378 0.2885 -0.1554
H8 1.7053 0.7356 -1.5681
H9 0.4514 1.9015 -1.2065
H10 1.4219 1.2758 0.0889
H11 0.2940 -1.0186 -2.5351
H12 -1.2943 -1.4245 -1.9228
H13 -0.4441 1.0131 -3.4149
H14 -1.9260 0.1559 -3.6017
H15 -1.7008 1.2432 -2.2165
O1 0.4241 2.0536 2.3168
H16 -0.2906 1.4166 2.2072
H17 0.2510 2.6674 3.0235

Forces on atoms 1 to 2 (eV/Å):
0.76 0.50 0.33
-1.26 -0.84 -0.48

## Properties
**DFT total energy**: -368.77843 Ha
**SMILES**: CCN[C@@H](C)CC.O
**Total charge**: 0
**Gap between HOMO and LUMO**: 9.4 eV
**E_HOMO**: -8.591 eV
**E_LUMO**: 0.7930 eV